Molecular formula: C7H17BrN
Method: DFT, ωB97M-V/def2-TZVPD

Results
Relative energy (zero: lowest compared OMol25 entry of this formula, charge and spin)   0.000 eV
2S+1   1
HOMO energy (alpha / beta)   -14.586 / -14.586 eV
Net charge   +1
Orbital gap (alpha / beta)   0.369 / 0.369 hartree
Maximum force   3.34 eV/Å
DFT total energy   -79059.714 eV

```
26
C7H17BrN (ωB97M-V/def2-TZVPD)
C 0.385 -2.260 -1.224
C 0.918 -1.637 1.152
C 0.980 1.755 0.861
C -0.828 2.319 -0.804
C -1.803 -0.299 0.834
C 0.773 -1.126 -0.284
C 0.294 1.357 -0.439
N -0.200 -0.029 -0.444
Br -3.335 -0.124 -0.196
H -0.598 -2.653 -0.974
H 0.380 -1.930 -2.260
H 1.101 -3.071 -1.139
H 0.209 -2.436 1.357
H 0.789 -0.849 1.887
H 1.911 -2.056 1.282
H 0.290 1.754 1.696
H 1.816 1.105 1.092
H 1.365 2.763 0.756
H -1.534 2.439 0.012
H -1.365 1.990 -1.690
H -0.409 3.297 -1.020
H -1.578 -1.307 1.146
H -1.618 0.498 1.539
H 1.744 -0.719 -0.596
H 1.046 1.393 -1.242
H -0.736 -0.174 -1.303
```

Results of the natural (NBO) charge analysis, in e, for atoms 1 through 8: -0.624, -0.630, -0.625, -0.623, -0.235, -0.065, -0.056, -0.405



Molecular formula: C7H17N
Method: DFT, ωB97M-V/def2-TZVPD

Results
⟨S²⟩   0.75
Relative energy (zero: lowest compared OMol25 entry of this formula, charge and spin)   1.398 eV
2S+1   2
HOMO energy (alpha / beta)   1.471 / -5.417 eV
Net charge   -1
Orbital gap (alpha / beta)   0.085 / 0.339 hartree
Maximum force   4.21 eV/Å
DFT total energy   -9022.005 eV

```
25
C7H17N (ωB97M-V/def2-TZVPD)
C -0.778 0.491 -1.199
C -1.629 -0.414 -0.145
C -2.328 0.452 0.988
C -2.673 -1.260 -0.928
C 0.425 1.128 -0.373
N 1.541 0.104 -0.461
C 2.735 0.514 0.237
C 3.443 -0.624 1.042
H -1.450 1.407 -1.468
H -0.355 -0.008 -2.119
H -0.963 -1.188 0.251
H -2.035 0.062 2.017
H -3.353 0.329 1.000
H -2.156 1.556 0.824
H -3.173 -1.989 -0.295
H -2.268 -1.818 -1.739
H -3.487 -0.652 -1.246
H 0.793 2.094 -0.789
H 0.089 1.231 0.599
H 1.105 -0.796 -0.209
H 2.524 1.369 0.844
H 3.430 0.780 -0.579
H 2.708 -1.077 1.682
H 3.660 -1.415 0.379
H 4.195 -0.278 1.687
```

Results of the natural (NBO) charge analysis, in e, for atoms 1 through 8: -0.434, -0.307, -1.070, -0.703, -0.270, -0.666, -0.240, -0.690



Molecular formula: C7H17N
Method: DFT, ωB97M-V/def2-TZVPD

Results
Relative energy (zero: lowest compared OMol25 entry of this formula, charge and spin)   5.884 eV
2S+1   1
HOMO energy   -8.427 eV
Net charge   0
Orbital gap   0.286 hartree
Maximum force   3.89 eV/Å
DFT total energy   -9019.341 eV

```
25
C7H17N (ωB97M-V/def2-TZVPD)
C -1.808 0.678 0.943
N -0.534 1.080 0.483
C 0.577 0.384 1.076
C 1.935 0.425 0.298
C 2.453 -1.034 0.209
C 1.804 0.963 -1.146
C -2.104 -0.701 0.347
C -2.411 -0.372 -1.120
H -2.611 1.284 0.512
H -1.903 0.662 2.019
H 0.373 -0.668 1.321
H -0.277 -0.359 -0.808
H 0.716 0.765 2.092
H 2.633 1.109 0.776
H 1.603 -1.682 0.057
H 2.901 -1.289 1.174
H 3.192 -1.119 -0.584
H 2.772 1.069 -1.580
H 1.250 0.231 -1.723
H 1.202 1.855 -1.231
H -3.001 -1.114 0.857
H -1.132 -1.202 0.435
H -3.472 -0.082 -1.186
H -2.369 -1.294 -1.708
H -1.787 0.408 -1.513
```

Results of the natural (NBO) charge analysis, in e, for atoms 1 through 8: -0.282, -0.369, -0.256, -0.220, -0.602, -0.596, -0.383, -0.642



Molecular formula: C7H17N
Method: DFT, ωB97M-V/def2-TZVPD

Results
Relative energy (zero: lowest compared OMol25 entry of this formula, charge and spin)   4.843 eV
2S+1   1
SMILES string   CC(C)/C=N/C(C)C.[H][H]
HOMO energy   -8.070 eV
Net charge   0
Orbital gap   0.312 hartree
Maximum force   4.85 eV/Å
DFT total energy   -9020.382 eV

```
25
C7H17N (ωB97M-V/def2-TZVPD)
C -1.298 1.840 1.567
C -0.275 1.946 0.416
C -0.940 2.245 -0.982
C 0.550 0.692 0.315
N 1.120 0.134 -0.728
C 0.528 -1.218 -0.480
C -0.737 -1.416 -1.408
C 0.262 -2.017 0.820
H -2.208 1.299 1.340
H -1.566 2.830 1.906
H -0.785 1.461 2.446
H 0.393 2.796 0.569
H -1.522 1.389 -1.311
H -0.151 2.252 -1.734
H -1.505 3.174 -1.096
H 0.973 0.630 1.316
H 1.248 -1.916 -0.987
H -0.677 -2.503 -1.583
H -1.674 -1.241 -0.905
H -0.589 -0.937 -2.394
H 1.059 -1.769 1.491
H 0.242 -3.032 0.475
H -0.727 -1.874 1.224
H 4.049 -2.523 -0.470
H 4.232 -2.243 0.193
```

Results of the natural (NBO) charge analysis, in e, for atoms 1 through 8: -0.608, -0.319, -0.618, 0.242, -0.471, -0.074, -0.612, -0.629



Molecular formula: C7H17N2O3SSi
Method: DFT, ωB97M-V/def2-TZVPD

Results
Relative energy (zero: lowest compared OMol25 entry of this formula, charge and spin)   0.230 eV
2S+1   1
HOMO energy   -12.179 eV
Net charge   +1
Orbital gap   0.315 hartree
Maximum force   4.06 eV/Å
DFT total energy   -35364.162 eV

```
31
C7H17N2O3SSi (ωB97M-V/def2-TZVPD)
C -2.160 0.419 -2.931
C 0.081 -0.840 -0.617
C 1.673 -2.597 -1.369
C -1.803 -0.315 2.630
C 2.575 0.933 2.571
C -0.188 3.196 -0.353
C -2.090 -0.321 -1.715
N 1.216 -1.536 -0.466
N -0.821 -1.003 -1.557
O -1.355 0.719 1.830
O 1.228 0.514 2.246
O 0.493 2.123 0.275
Si 0.139 0.819 1.161
S -1.013 0.410 -4.118
H -3.020 1.064 -3.098
H 1.086 -3.467 -1.215
H 1.469 -2.409 -2.412
H 2.764 -2.722 -1.153
H -1.544 -1.292 2.096
H -2.902 -0.179 2.830
H -1.231 -0.572 3.583
H 2.978 1.594 1.761
H 3.080 0.073 2.962
H 2.468 1.531 3.518
H 0.325 4.244 -0.122
H -1.310 3.175 -0.098
H 0.027 3.196 -1.434
H -2.890 -1.057 -1.408
H -2.181 0.371 -0.955
H 1.665 -1.574 0.435
H -0.554 -1.670 -2.390
```

Results of the natural (NBO) charge analysis, in e, for atoms 1 through 8: -0.256, 0.264, -0.445, -0.259, -0.251, -0.259, -0.319, -0.575



Molecular formula: C7H17N3O
Method: DFT, ωB97M-V/def2-TZVPD

Results
Relative energy (zero: lowest compared OMol25 entry of this formula, charge and spin)   4.270 eV
2S+1   1
HOMO energy   -16.754 eV
Net charge   +2
Orbital gap   0.318 hartree
Maximum force   5.27 eV/Å
DFT total energy   -14030.418 eV

```
28
C7H17N3O (ωB97M-V/def2-TZVPD)
C -1.914 0.372 0.368
C -1.037 1.382 0.410
C 1.235 1.149 -0.137
C 2.233 2.182 -0.030
C 2.510 -2.215 -0.125
C 2.634 -0.804 -0.758
C -2.841 -1.826 0.112
N -4.057 -1.116 0.152
N -1.343 2.731 0.581
N 1.469 -0.086 -0.365
O -1.623 -0.809 0.072
H -2.951 0.505 0.644
H 1.850 3.308 0.096
H 2.843 1.798 0.863
H 2.941 1.937 -0.882
H 2.068 -2.263 0.845
H 2.029 -2.997 -0.685
H 3.464 -2.630 0.109
H 2.518 -0.872 -1.905
H 3.587 -0.229 -0.516
H -2.635 -2.403 1.046
H -2.591 -2.491 -0.632
H -4.690 -1.253 0.949
H -4.637 -1.366 -0.781
H -2.209 2.662 1.046
H -1.428 3.130 -0.320
H -0.622 3.166 1.177
H 0.633 -0.784 -0.288
```

Results of the natural (NBO) charge analysis, in e, for atoms 1 through 8: 0.159, 0.032, 0.500, -0.787, -0.663, -0.259, 0.085, -0.859



Molecular formula: C7H17N3P
Method: DFT, ωB97M-V/def2-TZVPD

Results
Relative energy (zero: lowest compared OMol25 entry of this formula, charge and spin)   0.360 eV
2S+1   1
HOMO energy   -12.332 eV
Net charge   +1
Orbital gap   0.307 hartree
Maximum force   2.81 eV/Å
DFT total energy   -21286.136 eV

```
28
C7H17N3P (ωB97M-V/def2-TZVPD)
C -2.142 -1.285 -0.699
C -1.857 1.089 -0.755
C -1.489 -0.177 1.290
C 0.007 -1.816 0.347
C 0.979 0.792 0.225
C 1.372 2.070 -0.393
C 2.731 -1.281 -0.116
N -1.834 -0.115 -1.493
N -1.347 -1.373 0.518
N -1.065 1.002 0.508
P 1.092 -0.750 -0.790
H -3.196 -1.234 -0.404
H -1.986 -2.181 -1.298
H -1.481 1.919 -1.355
H -2.893 1.302 -0.453
H -2.547 -0.060 1.559
H -0.899 -0.244 2.207
H 0.479 -1.889 1.332
H -0.015 -2.817 -0.092
H 1.198 0.694 1.287
H 1.056 2.940 0.180
H 1.040 2.152 -1.426
H 2.467 2.085 -0.406
H 3.507 -0.617 -0.493
H 2.928 -2.281 -0.502
H 2.754 -1.302 0.973
H -1.019 -0.224 -2.084
H -1.089 1.867 1.042
```

Results of the natural (NBO) charge analysis, in e, for atoms 1 through 8: -0.076, -0.072, -0.070, -0.484, -0.115, -0.717, -0.925, -0.630



Molecular formula: C7H17N3Si
Method: DFT, ωB97M-V/def2-TZVPD

Results
⟨S²⟩   2.03
2S+1   3
HOMO energy (alpha / beta)   -5.784 / -8.944 eV
Net charge   0
Orbital gap (alpha / beta)   0.245 / 0.258 hartree
Maximum force   5.28 eV/Å
DFT total energy   -19875.223 eV

```
28
C7H17N3Si (ωB97M-V/def2-TZVPD)
C -1.460 -0.458 2.019
C -2.884 -1.028 2.178
C 0.852 -0.229 2.801
C 1.500 -0.285 -3.710
C 1.883 1.172 -0.834
C 0.353 -1.590 -1.083
C -1.417 0.799 1.329
N -1.167 2.895 0.251
N -0.441 -0.855 2.660
N -1.481 1.770 0.633
Si 0.693 0.113 -1.946
H -3.034 -1.550 1.237
H -2.734 -1.683 3.033
H -3.712 -0.212 2.204
H 0.751 0.959 2.644
H 1.420 -0.792 2.044
H 1.174 -0.410 3.744
H 0.766 -0.720 -4.228
H 1.647 0.669 -4.139
H 2.342 -0.946 -3.378
H 2.486 2.001 -1.408
H 1.333 1.660 -0.104
H 2.686 0.548 -0.463
H -0.737 -1.606 -0.654
H 0.411 -2.333 -1.772
H 1.117 -1.812 -0.293
H -0.782 0.803 -2.138
H -1.566 3.119 -0.625
```

Results of the natural (NBO) charge analysis, in e, for atoms 1 through 8: 0.061, -0.635, -0.420, -1.029, -1.081, -1.083, 0.344, -0.278



Molecular formula: C7H17N4
Method: DFT, ωB97M-V/def2-TZVPD

Results
Relative energy (zero: lowest compared OMol25 entry of this formula, charge and spin)   4.574 eV
2S+1   1
HOMO energy   -12.795 eV
Net charge   +1
Orbital gap   0.324 hartree
Maximum force   5.95 eV/Å
DFT total energy   -13484.557 eV

```
28
C7H17N4 (ωB97M-V/def2-TZVPD)
C -2.088 -0.640 -1.484
C -2.804 -0.801 -0.100
C -0.822 0.179 -1.181
C -1.912 -0.056 0.932
C -2.672 1.260 0.998
C 4.425 1.003 0.180
C 2.638 -0.508 -0.343
N 1.104 -2.002 0.760
N 2.165 -1.347 0.363
N 3.470 0.375 -0.755
N -0.602 -0.072 0.275
H -1.675 -1.451 -2.032
H -2.584 -0.001 -2.157
H -3.777 -0.455 -0.007
H -2.845 -1.911 0.253
H 0.003 -0.162 -1.650
H -0.828 1.181 -1.524
H -1.695 -0.433 1.991
H -1.978 2.002 1.546
H -3.490 1.267 1.620
H -2.825 1.672 0.053
H 4.864 1.850 -0.481
H 3.749 1.339 1.061
H 5.145 0.340 0.386
H 0.353 -1.357 0.871
H 1.290 -2.650 1.489
H 3.397 0.736 -1.696
H -0.008 0.641 0.634
```

Results of the natural (NBO) charge analysis, in e, for atoms 1 through 8: -0.424, -0.405, -0.215, -0.048, -0.621, -0.384, 0.608, -0.548